Density functional theory data (wB97M-V/def2-TZVPD) for a cluster of 5 separate species, C44H62FN4O4 in total.

Summary:
F_max	0.0238	Eh/bohr
energy	-2333.304200	Eh

Geometry as ORCA input:
```
! wB97M-V def2-TZVPD RIJCOSX def2/J DEFGRID3
* xyz 1 1
C 2.709 1.507 1.725
C 1.739 0.472 2.309
O 1.431 -0.610 1.436
C 0.335 -0.414 0.580
C 0.782 0.101 -0.789
O 0.092 -0.501 -1.913
N 0.229 -1.861 -1.900
C 1.272 -2.459 -2.441
N 2.333 -1.798 -2.952
C 3.302 -2.863 -3.347
C 4.743 -2.411 -3.413
C 5.127 -1.480 -4.585
C 4.058 -1.094 -5.606
F 6.168 -2.128 -5.272
C 2.849 -4.065 -2.490
C 3.273 -5.395 -3.086
C 3.215 -4.035 -0.974
C 4.651 -3.783 -0.609
N 5.098 -2.710 -0.095
N 1.355 -3.817 -2.499
C 0.406 -4.553 -3.357
C 0.389 -4.143 -4.841
C -1.019 -3.991 -5.419
C -1.887 -2.901 -4.785
C -1.303 -1.498 -4.814
O -1.724 -0.858 -6.020
C -1.411 0.476 -6.064
C -0.002 0.790 -6.452
O -2.254 1.304 -5.872
H 3.712 1.373 2.129
H 2.386 2.522 1.951
H 2.789 1.414 0.642
H 0.814 0.959 2.630
H 2.189 0.026 3.194
H -0.158 -1.383 0.476
H -0.403 0.264 1.016
H 1.857 -0.060 -0.895
H 0.595 1.167 -0.909
H -0.514 -2.415 -1.499
H 2.736 -1.073 -2.366
H 3.028 -3.162 -4.363
H 5.050 -1.945 -2.478
H 5.359 -3.309 -3.495
H 5.578 -0.575 -4.177
H 4.348 -1.492 -6.578
H 4.012 -0.011 -5.716
H 3.053 -1.436 -5.377
H 2.527 -6.170 -2.915
H 3.464 -5.332 -4.159
H 4.191 -5.738 -2.611
H 2.612 -3.313 -0.417
H 2.924 -5.022 -0.603
H 5.379 -4.581 -0.750
H 4.344 -2.039 0.082
H 0.622 -5.612 -3.267
H -0.589 -4.420 -2.929
H 0.900 -4.920 -5.415
H 0.965 -3.232 -5.013
H -0.932 -3.798 -6.489
H -1.538 -4.948 -5.319
H -2.133 -3.158 -3.750
H -2.844 -2.865 -5.305
H -0.208 -1.510 -4.780
H -1.657 -0.917 -3.957
H 0.045 0.919 -7.534
H 0.303 1.717 -5.972
H 0.693 -0.005 -6.186
C -0.836 -0.617 4.824
C -0.901 -1.358 5.996
C -1.889 -1.084 6.932
C -2.811 -0.074 6.693
C -2.747 0.661 5.518
C -1.759 0.390 4.584
H -0.066 -0.830 4.092
H -0.183 -2.146 6.182
H -1.941 -1.659 7.847
H -3.582 0.142 7.421
H -3.469 1.444 5.325
H -1.711 0.971 3.670
C -2.922 5.241 5.136
C -2.859 6.253 4.188
C -1.879 6.224 3.206
C -0.961 5.183 3.171
C -1.024 4.172 4.119
C -2.004 4.201 5.102
H -3.686 5.264 5.903
H -3.574 7.065 4.214
H -1.829 7.015 2.469
H -0.194 5.165 2.406
H -0.307 3.360 4.099
H -2.045 3.414 5.843
C -4.945 -2.547 5.020
C -5.393 -3.501 4.117
C -6.198 -4.546 4.549
C -6.557 -4.637 5.886
C -6.111 -3.682 6.790
C -5.305 -2.638 6.357
H -4.313 -1.734 4.685
H -5.117 -3.428 3.072
H -6.546 -5.289 3.844
H -7.185 -5.450 6.224
H -6.393 -3.752 7.832
H -4.956 -1.899 7.064
C -0.314 8.987 -0.998
C -0.264 8.164 0.118
C 0.280 8.635 1.305
C 0.773 9.930 1.377
C 0.723 10.753 0.261
C 0.181 10.282 -0.927
H -0.741 8.622 -1.923
H -0.654 7.155 0.063
H 0.322 7.992 2.175
H 1.193 10.298 2.304
H 1.104 11.764 0.318
H 0.142 10.925 -1.796
*
```

Atomic partial charges in e from the Mulliken method, atoms 1 to 8:
1 C -1.165
2 C 0.136
3 O -0.378
4 C -0.145
5 C -0.118
6 O -0.308
7 N 0.573
8 C -1.080

Density functional theory data (wB97M-V/def2-TZVPD) for the molecule C6H11NS.

Summary:
F_max	0.0368	Eh/bohr
energy relative to the best compared isomer or geometry (same formula, charge and spin)	41.5	kcal/mol

Geometry as ORCA input:
```
! wB97M-V def2-TZVPD RIJCOSX def2/J DEFGRID3
* xyz 0 1
C -0.118 0.108 -1.725
C -0.628 0.688 -0.425
C -0.220 2.150 -0.236
C -0.704 -1.573 0.724
C 0.660 -1.872 1.354
C 1.040 -0.424 1.179
H 0.960 0.320 -1.824
H -0.481 0.534 -2.641
H -0.270 -0.983 -1.757
H -1.717 0.710 -0.550
H -0.586 2.503 0.781
H -0.714 2.668 -1.039
H 0.878 2.413 -0.281
H -0.812 -2.010 -0.258
H -1.525 -1.776 1.434
H 1.449 0.016 2.167
H 1.763 -0.224 0.312
N -0.393 -0.133 0.749
S 1.416 -3.114 2.036
*
```

Atomic partial charges in e from the Mulliken method, atoms 1 to 8:
1 C -1.269
2 C 0.436
3 C -1.474
4 C -0.426
5 C 0.089
6 C -0.250
7 H 0.302
8 H 0.429

Density functional theory data (wB97M-V/def2-TZVPD) for a structure of composition C17H13N4O3S2V.

Summary:
F_max	0.0174	Eh/bohr
energy	-2840.090463	Eh

Geometry as ORCA input:
```
! wB97M-V def2-TZVPD RIJCOSX def2/J DEFGRID3
* xyz 2 1
V 0.767 -0.369 -0.724
C -0.958 2.573 -3.883
C -1.816 1.547 -3.489
C -1.661 0.955 -2.254
C -0.619 1.403 -1.416
C 0.240 2.454 -1.814
C 0.068 3.029 -3.058
N -0.415 0.831 -0.142
C -0.901 1.029 1.150
C -1.837 1.952 1.576
C -2.141 1.939 2.938
C -1.538 1.054 3.830
C -0.581 0.142 3.400
C -0.283 0.151 2.048
N 0.689 -0.614 1.370
N 1.538 -1.263 2.001
C 2.497 -1.827 1.138
C 3.534 -2.586 1.643
C 4.448 -3.103 0.731
C 4.289 -2.841 -0.621
C 3.225 -2.054 -1.039
N 2.357 -1.534 -0.168
H -1.096 3.032 -4.855
H -2.605 1.221 -4.153
H -2.315 0.175 -1.921
H 1.004 2.803 -1.130
H 0.713 3.833 -3.382
H -2.315 2.648 0.901
H -2.873 2.645 3.309
H -1.812 1.084 4.876
H -0.095 -0.544 4.080
H 3.606 -2.767 2.706
H 5.274 -3.710 1.080
H 4.976 -3.239 -1.355
H 3.057 -1.838 -2.087
O -4.953 -2.206 0.941
S -4.039 -1.602 0.054
O -2.739 -1.216 0.512
O -4.392 -1.307 -1.287
S -0.298 -1.880 -1.508
*
```

Atomic partial charges in e from the Mulliken method, atoms 1 to 8:
1 V 0.788
2 C -0.372
3 C -0.779
4 C -0.252
5 C -0.023
6 C 0.030
7 C -0.758
8 N 0.572

Density functional theory data (wB97M-V/def2-TZVPD) for a cluster of 2 separate species, CH6NO2 in total.

Summary:
F_max	0.0252	Eh/bohr
energy relative to the best compared isomer or geometry (same formula, charge and spin)	10.4	kcal/mol

Geometry as ORCA input:
```
! wB97M-V def2-TZVPD RIJCOSX def2/J DEFGRID3
* xyz 1 1
O -0.939 -2.036 -0.510
H -1.265 -2.655 0.159
H -1.355 -2.266 -1.347
H -0.950 0.815 1.238
C 0.666 1.204 0.171
N 0.802 0.102 -0.505
O -0.236 1.436 1.050
H 1.360 2.024 -0.020
H 0.034 -0.588 -0.491
H 1.607 0.026 -1.120
*
```

Atomic partial charges in e from the Mulliken method, atoms 1 to 8:
1 O -0.679
2 H 0.322
3 H 0.321
4 H 0.362
5 C 0.350
6 N -0.147
7 O -0.375
8 H 0.372

Density functional theory data (wB97M-V/def2-TZVPD) for a structure of composition C24H28N7O3PS5V.

Summary:
F_max	0.0050	Eh/bohr
energy relative to the best compared isomer or geometry (same formula, charge and spin)	0.9	kcal/mol

Geometry as ORCA input:
```
! wB97M-V def2-TZVPD RIJCOSX def2/J DEFGRID3
* xyz 0 4
V 0.712 0.641 0.130
N -1.325 -1.616 3.024
C -2.182 -0.568 3.242
C -1.711 0.475 2.499
N -0.590 0.075 1.815
C -0.393 -1.190 2.157
C 0.743 -1.901 1.607
N 1.527 -1.281 0.743
C 2.502 -2.180 0.400
C 2.288 -3.347 1.075
N 1.175 -3.149 1.852
H -1.468 -2.608 3.262
H -3.027 -0.655 3.901
H -2.097 1.477 2.415
H 3.277 -1.919 -0.299
H 2.814 -4.284 1.066
H 0.609 -3.861 2.331
O -0.830 -0.427 -0.968
C -2.050 0.302 -1.035
C -1.792 1.785 -1.083
C -2.752 2.660 -1.569
C -2.487 4.018 -1.548
C -1.270 4.459 -1.048
C -0.369 3.525 -0.576
N -0.630 2.213 -0.579
H -0.786 -1.059 -1.715
H -2.629 0.077 -0.138
H -2.633 -0.022 -1.899
H -3.681 2.270 -1.966
H -3.214 4.724 -1.926
H -1.020 5.510 -1.024
H 0.595 3.807 -0.172
C 6.001 4.165 -1.765
C 5.270 2.847 -1.672
O 4.383 2.915 -0.538
P 3.448 1.660 -0.201
S 2.351 2.142 1.379
S 2.398 1.033 -1.757
O 4.492 0.487 0.139
C 5.350 0.602 1.290
C 6.062 -0.717 1.466
H 6.683 4.149 -2.616
H 6.578 4.350 -0.860
H 5.295 4.984 -1.900
H 5.963 2.014 -1.533
H 4.677 2.653 -2.568
H 4.738 0.845 2.161
H 6.055 1.421 1.125
H 5.343 -1.516 1.646
H 6.740 -0.661 2.318
H 6.643 -0.965 0.577
S -1.832 -2.805 -2.790
C -2.117 -3.315 -1.209
S -1.002 -4.302 -0.338
C -1.960 -4.156 1.126
N -3.040 -3.459 0.933
N -3.129 -3.022 -0.376
C -4.279 -2.226 -0.673
C -4.779 -1.397 0.323
C -5.879 -0.598 0.058
C -6.486 -0.632 -1.191
C -5.996 -1.486 -2.168
C -4.896 -2.292 -1.914
S -1.465 -4.820 2.628
H -4.306 -1.391 1.294
H -6.267 0.049 0.834
H -7.347 -0.009 -1.395
H -6.475 -1.536 -3.136
H -4.516 -2.959 -2.672
*
```

Atomic partial charges in e from the Mulliken method, atoms 1 to 8:
1 V 0.247
2 N 0.211
3 C -0.900
4 C -0.398
5 N 0.051
6 C 0.003
7 C -0.147
8 N 0.702

What did the fourth record say?
Density functional theory data (wB97M-V/def2-TZVPD) for a cluster of 2 separate species, CH6NO2 in total.

Summary:
F_max	0.0252	Eh/bohr
energy relative to the best compared isomer or geometry (same formula, charge and spin)	10.4	kcal/mol

Geometry as ORCA input:
```
! wB97M-V def2-TZVPD RIJCOSX def2/J DEFGRID3
* xyz 1 1
O -0.939 -2.036 -0.510
H -1.265 -2.655 0.159
H -1.355 -2.266 -1.347
H -0.950 0.815 1.238
C 0.666 1.204 0.171
N 0.802 0.102 -0.505
O -0.236 1.436 1.050
H 1.360 2.024 -0.020
H 0.034 -0.588 -0.491
H 1.607 0.026 -1.120
*
```

Atomic partial charges in e from the Mulliken method, atoms 1 to 8:
1 O -0.679
2 H 0.322
3 H 0.321
4 H 0.362
5 C 0.350
6 N -0.147
7 O -0.375
8 H 0.372

What is the formula in the first record? C44H62FN4O4

Which value of F_max does entry 2 give? 0.0368 Eh/bohr